Computed, not measured: 10 unconnected molecules or ions with the total composition C38H70F2O22S8 at a distorted geometry, with ωB97M-V/def2-TZVPD.

```
140
C38H70F2O22S8 (ωB97M-V/def2-TZVPD)
O 3.075 0.442 -0.991
C 2.037 -0.127 -0.740
O 1.921 -1.427 -0.809
C 0.514 -1.812 -0.616
C -0.118 -0.512 -0.082
F -0.213 -0.413 1.301
O 0.866 0.464 -0.428
H 0.184 -2.197 -1.609
H 0.413 -2.517 0.177
H -1.081 -0.248 -0.457
O 4.367 3.818 0.030
C 4.479 3.397 -1.038
O 3.853 3.681 -2.123
C 4.129 2.795 -3.199
C 5.175 1.838 -2.584
F 6.427 1.964 -3.275
O 5.405 2.291 -1.289
H 3.190 2.369 -3.504
H 4.551 3.396 -4.046
H 4.933 0.775 -2.582
O -8.375 -0.099 -1.697
S -7.102 -0.038 -1.005
O -6.892 -1.020 0.037
C -5.716 -0.153 -2.100
C -4.919 1.112 -1.998
C -5.158 1.677 -0.564
C -6.676 1.566 -0.342
H -6.027 -0.295 -3.093
H -5.046 -0.920 -1.677
H -3.827 0.910 -2.167
H -5.231 1.893 -2.709
H -4.735 2.647 -0.503
H -4.692 1.000 0.182
H -7.217 2.346 -0.785
H -7.063 1.594 0.697
O -1.932 2.009 0.005
S -2.263 2.412 1.369
O -3.249 1.552 2.069
C -0.787 2.674 2.316
C -1.213 3.841 3.277
C -1.930 4.890 2.287
C -2.927 4.056 1.590
H 0.026 2.921 1.648
H -0.569 1.698 2.812
H -1.791 3.436 4.098
H -0.348 4.293 3.717
H -1.123 5.275 1.635
H -2.368 5.823 2.774
H -3.089 4.449 0.621
H -3.848 3.971 2.106
O -4.650 -3.873 -3.796
S -3.569 -3.048 -4.256
O -3.698 -1.610 -4.269
C -2.130 -3.616 -3.280
C -1.012 -4.117 -4.257
C -1.722 -4.565 -5.554
C -2.863 -3.577 -5.858
H -2.600 -4.400 -2.656
H -1.762 -2.800 -2.649
H -0.229 -3.366 -4.393
H -0.481 -4.929 -3.785
H -2.217 -5.530 -5.299
H -1.060 -4.698 -6.369
H -3.640 -4.073 -6.408
H -2.559 -2.733 -6.505
O -0.191 -0.906 -3.328
S -0.159 0.423 -3.887
O 1.117 1.039 -4.154
C -1.256 0.512 -5.315
C -1.945 1.876 -5.211
C -1.549 2.543 -3.842
C -1.084 1.436 -2.870
H -2.017 -0.261 -5.180
H -0.736 0.333 -6.258
H -1.548 2.523 -6.007
H -2.994 1.859 -5.452
H -2.359 3.189 -3.556
H -0.701 3.212 -3.974
H -1.823 0.892 -2.289
H -0.410 1.885 -2.063
O 0.821 -2.901 3.192
S 1.861 -1.922 3.562
O 2.596 -1.241 2.535
C 1.208 -0.744 4.729
C 1.509 -1.288 6.081
C 2.095 -2.757 5.949
C 2.875 -2.787 4.708
H 0.189 -0.689 4.400
H 1.627 0.220 4.450
H 2.184 -0.663 6.599
H 0.652 -1.297 6.765
H 1.309 -3.535 6.006
H 2.704 -3.035 6.806
H 3.090 -3.766 4.283
H 3.688 -2.096 4.780
O 1.997 2.733 4.527
S 2.777 3.287 3.378
O 2.129 4.102 2.395
C 4.247 4.182 3.983
C 5.376 3.897 2.942
C 5.243 2.407 2.744
C 3.788 2.048 2.510
H 4.508 3.770 4.890
H 4.036 5.266 4.143
H 5.086 4.441 2.016
H 6.309 4.255 3.373
H 5.601 1.934 3.690
H 5.827 1.960 1.967
H 3.432 1.123 2.945
H 3.562 2.082 1.414
O -3.279 -1.185 -0.413
S -3.263 -2.315 0.520
O -2.146 -3.218 0.356
C -3.429 -1.772 2.243
C -4.887 -2.231 2.722
C -5.130 -3.505 1.891
C -4.777 -3.258 0.470
H -3.272 -0.739 2.110
H -2.592 -2.266 2.741
H -4.990 -2.444 3.760
H -5.529 -1.354 2.513
H -6.195 -3.851 2.046
H -4.511 -4.288 2.380
H -5.477 -2.490 0.107
H -4.634 -4.059 -0.230
O 5.635 -1.443 -2.453
S 6.182 -2.128 -1.305
O 7.287 -3.059 -1.562
C 6.647 -0.879 -0.143
C 5.527 -0.871 0.976
C 5.137 -2.289 1.178
C 4.921 -2.883 -0.246
H 6.617 -0.001 -0.803
H 7.651 -1.085 0.281
H 5.920 -0.411 1.861
H 4.731 -0.236 0.675
H 4.343 -2.466 1.871
H 6.014 -2.742 1.582
H 3.983 -2.683 -0.680
H 5.015 -3.943 -0.228
```

Results
Molar mass, g/mol: 1173.5
HOMO, eV: -9.935
Energy relative to the best compared isomer or geometry (same formula, charge and spin), kcal/mol: 30.9
Orbital gap, Ha: 0.37018
LUMO level, hartree: 0.005
Energy, eV: -177700.1763